<a>
59
Properties=species:S:1:pos:R:3 method="wB97M-V/def2-TZVPD" smiles="Cc1ccc2c(c1)c1c(c(=O)n(-c3ccccc3)c(=O)n1CC(=O)NC[C@H]1CCCO1)n2C" homo_lumo_gap_ev=8.1
C 5.37706 1.93809 -1.12082
C 4.05403 2.21697 -0.47359
C 4.00264 3.06693 0.64484
C 2.82256 3.35656 1.28474
C 1.65265 2.78385 0.78960
C 1.67487 1.93088 -0.34878
C 2.89892 1.65413 -0.96966
C 0.32016 1.54727 -0.55554
C -0.43793 2.15421 0.43818
C -1.85881 1.97218 0.54443
O -2.60193 2.46232 1.37520
N -2.35048 1.13050 -0.45690
C -3.76283 0.87484 -0.44431
C -4.31271 0.13952 0.59276
C -5.67651 -0.09211 0.61283
C -6.48104 0.40033 -0.40036
C -5.92277 1.13002 -1.43609
C -4.56148 1.37467 -1.45971
C -1.63725 0.51317 -1.47077
O -2.17631 -0.20831 -2.28407
N -0.27849 0.74853 -1.50329
C 0.48657 0.11805 -2.55325
C 1.42025 -0.99504 -2.06971
O 2.41410 -1.30439 -2.69361
N 1.05080 -1.56936 -0.91386
C 1.72354 -2.71359 -0.35041
C 0.69356 -3.81675 -0.06414
C 1.30617 -5.01297 0.67473
C 1.00381 -4.68807 2.13670
C -0.34516 -3.98381 2.01440
O -0.31707 -3.27951 0.78544
N 0.37749 2.90581 1.24990
C -0.03782 3.69218 2.37863
H 5.28329 1.15426 -1.86749
H 6.10930 1.62849 -0.37692
H 5.75662 2.83676 -1.60706
H 4.92434 3.49707 1.00894
H 2.79927 4.00573 2.14626
H 2.95942 0.99607 -1.82002
H -3.67627 -0.24163 1.37676
H -6.10997 -0.66185 1.42118
H -7.54484 0.21508 -0.38311
H -6.54855 1.51436 -2.22761
H -4.11620 1.94250 -2.26222
H 1.07316 0.86272 -3.09700
H -0.23506 -0.33237 -3.24469
H 0.15892 -1.35606 -0.49241
H 2.21845 -2.42189 0.58296
H 2.47307 -3.04940 -1.06990
H 0.22259 -4.11017 -1.01091
H 0.80193 -5.93371 0.38151
H 2.36941 -5.11236 0.47022
H 1.75328 -4.00669 2.54031
H 0.95264 -5.57143 2.76813
H -1.16408 -4.71650 1.99388
H -0.53648 -3.26458 2.81390
H 0.20796 4.74447 2.21914
H 0.46164 3.34644 3.28649
H -1.11441 3.58757 2.49616


<b>
59
Properties=species:S:1:pos:R:3 method="wB97M-V/def2-TZVPD" smiles="O=C(NCC(=O)N(c1ccccc1)[C@@H](C(=O)NC1CCCC1)c1ccncc1)c1ccco1" homo_lumo_gap_ev=9.7
O -1.72870 -0.75023 -2.83889
C -2.59005 -1.32229 -2.19438
N -2.32750 -2.36229 -1.36008
C -0.96796 -2.68136 -0.98516
C -0.74298 -2.02440 0.37945
O -1.23984 -2.50995 1.37810
N -0.11038 -0.81959 0.40735
C 0.67769 -0.29857 -0.64681
C 1.67724 -1.09362 -1.20388
C 2.46746 -0.60246 -2.22573
C 2.28517 0.69170 -2.68309
C 1.31585 1.49364 -2.10547
C 0.51416 1.00835 -1.08771
C -0.29598 -0.02368 1.61796
C 0.90792 0.90846 1.87475
O 0.79172 2.08465 2.13149
N 2.08433 0.25635 1.85131
C 3.35719 0.92785 2.02724
C 3.95959 1.38420 0.68262
C 5.06466 0.37334 0.33273
C 4.92132 -0.75961 1.35107
C 4.38150 -0.05513 2.59332
C -1.59943 0.73860 1.63630
C -2.44120 0.82829 0.53571
C -3.62743 1.53501 0.66122
N -4.00291 2.14260 1.77153
C -3.19468 2.06704 2.81568
C -1.99407 1.37726 2.80709
C -4.00914 -0.94942 -2.25897
C -4.62144 0.03496 -2.99234
C -5.98523 0.00114 -2.63320
C -6.10421 -0.99400 -1.70933
O -4.92131 -1.57434 -1.47439
H -3.06404 -2.70573 -0.76137
H -0.32422 -2.29069 -1.77196
H -0.85926 -3.76395 -0.88790
H 1.82969 -2.09844 -0.83319
H 3.23050 -1.23157 -2.65973
H 2.90209 1.07553 -3.48104
H 1.17646 2.50682 -2.44957
H -0.23117 1.64645 -0.64155
H -0.32731 -0.73891 2.45508
H 2.11549 -0.70856 1.56306
H 3.16148 1.77618 2.68700
H 4.36577 2.38950 0.77639
H 3.18348 1.41287 -0.08031
H 4.97158 0.01315 -0.69034
H 6.04474 0.83866 0.43797
H 5.86442 -1.26980 1.53911
H 4.20327 -1.49993 0.99308
H 3.93892 -0.73762 3.31766
H 5.18252 0.49849 3.08288
H -2.19280 0.36517 -0.40570
H -4.30931 1.61831 -0.17593
H -3.53334 2.58132 3.70534
H -1.37358 1.34072 3.68806
H -4.14028 0.68716 -3.69114
H -6.76711 0.62961 -3.00632
H -6.94936 -1.36724 -1.16506


<a> comes first in stability; the runner-up is 0.0442 hartree higher.


<a>
52
Properties=species:S:1:pos:R:3 method="wB97M-V/def2-TZVPD" smiles="COc1cc2c(cc1OC)CN(CC(=O)Nc1ccc(C)c(C)c1)CC2" homo_lumo_gap_ev=8.7
C 6.24321 2.29694 -1.06626
O 6.17525 1.02823 -0.46801
C 4.94827 0.41764 -0.34991
C 3.77509 0.98462 -0.82434
C 2.54297 0.35134 -0.71664
C 2.47754 -0.89120 -0.10315
C 3.64215 -1.46234 0.38204
C 4.88064 -0.84171 0.27596
O 5.90903 -1.56702 0.80379
C 7.20668 -1.02954 0.91593
C 1.16109 -1.61861 0.01478
N -0.00060 -0.74809 -0.05875
C -0.22356 0.01211 1.16045
C -1.61733 0.64163 1.17045
O -1.84177 1.71655 1.68192
N -2.52757 -0.16815 0.57617
C -3.89488 0.02912 0.36818
C -4.58225 1.13405 0.85444
C -5.93744 1.24989 0.60764
C -6.63691 0.29237 -0.11255
C -8.10624 0.44952 -0.36000
C -5.94557 -0.82051 -0.60235
C -6.66112 -1.87921 -1.38517
C -4.58802 -0.93682 -0.35684
C 0.09708 0.09283 -1.24324
C 1.30553 1.03662 -1.23183
H 5.91150 2.27158 -2.10958
H 7.29552 2.57642 -1.03208
H 5.65562 3.03787 -0.51428
H 3.80162 1.95100 -1.30307
H 3.61532 -2.42729 0.86448
H 7.78438 -1.79346 1.43681
H 7.21353 -0.10753 1.50132
H 7.65390 -0.83898 -0.06176
H 1.12394 -2.18147 0.95060
H 1.07822 -2.34118 -0.80785
H 0.51698 0.80172 1.34390
H -0.18104 -0.68056 2.00779
H -2.13026 -1.00632 0.16494
H -4.05718 1.88817 1.41535
H -6.46521 2.11235 0.98882
H -8.31570 0.48356 -1.42899
H -8.65958 -0.39097 0.05833
H -8.47563 1.36571 0.09327
H -7.11682 -1.45316 -2.27841
H -7.45716 -2.32389 -0.78882
H -5.97547 -2.66627 -1.68841
H -4.05020 -1.79634 -0.73505
H -0.82360 0.67418 -1.33832
H 0.16620 -0.58065 -2.10256
H 1.47918 1.41256 -2.24260
H 1.08873 1.90449 -0.60101


<b>
52
Properties=species:S:1:pos:R:3 method="wB97M-V/def2-TZVPD" smiles="CC[C@@H](C)/C(C)=N/NC(=O)c1ccccc1OCCOc1ccccc1" homo_lumo_gap_ev=9.2
C -5.85336 -1.65746 0.25592
C -5.53577 -0.44462 1.12077
C -5.10872 0.76474 0.28532
C -5.00732 2.01729 1.16469
C -3.77795 0.55085 -0.38906
C -3.50627 1.32866 -1.65461
N -2.95912 -0.23847 0.16849
N -1.73638 -0.46891 -0.35441
C -0.84098 -1.26378 0.29873
O -1.08161 -1.82979 1.34232
C 0.48128 -1.41827 -0.39053
C 1.22876 -2.53053 -0.00693
C 2.48884 -2.77021 -0.51429
C 3.03196 -1.88449 -1.42880
C 2.31307 -0.77214 -1.82060
C 1.04396 -0.52326 -1.30851
O 0.33158 0.58535 -1.74356
C 0.94672 1.84328 -1.55311
C 0.82876 2.30826 -0.09019
O 1.33814 1.37204 0.82442
C 2.67701 1.09884 0.86552
C 3.02590 -0.03034 1.60636
C 4.34647 -0.41105 1.71125
C 5.33954 0.32696 1.08539
C 4.99656 1.45678 0.36810
C 3.67255 1.84977 0.25353
H -6.63861 -1.42705 -0.46264
H -4.96651 -1.97391 -0.28585
H -6.18783 -2.48562 0.87544
H -6.41926 -0.17275 1.70257
H -4.72865 -0.69449 1.80766
H -5.86226 0.94414 -0.49107
H -5.96972 2.23724 1.62071
H -4.27752 1.85161 1.95303
H -4.69820 2.88127 0.57961
H -4.31219 2.02838 -1.85499
H -3.42182 0.64781 -2.50321
H -2.57196 1.88671 -1.57627
H -1.44040 -0.00204 -1.20838
H 0.78462 -3.19548 0.71893
H 3.04684 -3.63794 -0.19850
H 4.01530 -2.05471 -1.84024
H 2.73834 -0.09052 -2.54312
H 0.40996 2.54281 -2.19925
H 1.99762 1.81126 -1.85518
H -0.22714 2.39578 0.18095
H 1.30484 3.29171 0.01826
H 2.23704 -0.59108 2.08120
H 4.60312 -1.29065 2.28188
H 6.37312 0.02576 1.16186
H 5.76303 2.04663 -0.11338
H 3.43776 2.74505 -0.30292


<a> comes first in stability; the runner-up is 0.0303 hartree higher.


<a>
9
Properties=species:S:1:pos:R:3 method="wB97M-V/def2-TZVPD" homo_lumo_gap_ev=10.1
C 0.69470 1.58245 0.19386
N 1.92185 1.31762 0.00213
O 2.54991 -1.42324 0.11454
S 3.14353 -0.10261 0.02418
H 0.38667 2.61379 0.07659
H -0.07668 0.84932 0.44872
H -2.54895 -1.42121 0.39072
H -1.89010 -1.72498 0.10846
H 3.21271 0.15794 -1.36330


<b>
9
Properties=species:S:1:pos:R:3 method="wB97M-V/def2-TZVPD" smiles="NC=O.S" homo_lumo_gap_ev=10.4
N -1.11548 2.10248 1.29385
C -1.60541 1.67384 2.50533
O -2.01966 0.54496 2.69280
H -1.08697 1.35258 0.61499
H -0.26127 2.63496 1.38470
H -1.58357 2.30368 3.39904
S 2.04422 -2.04731 -2.90875
H 2.63029 -1.56815 -1.80448
H 0.92155 -1.30107 -2.88172


<c>
9
Properties=species:S:1:pos:R:3 method="wB97M-V/def2-TZVPD" homo_lumo_gap_ev=10.2
C -0.68174 -0.18435 -0.48330
N 1.02836 -0.15397 1.36300
O -0.56946 -2.15154 1.41808
S -0.62440 -0.68848 1.40764
H 0.06536 -0.85640 -0.80351
H -0.24078 0.83552 -0.30926
H 1.65430 -0.87010 0.84049
H 1.39396 -0.06186 2.25184
H -1.59368 -0.26011 -1.18010


<b> comes first in stability; the runner-up is 0.0494 hartree higher.


<a>
16
Properties=species:S:1:pos:R:3 method="wB97M-V/def2-TZVPD" homo_lumo_gap_ev=9.7
C -0.83532 -1.21539 -1.74750
C -0.74588 -0.22472 -0.53400
C 0.21896 -0.21961 0.55682
C 1.71868 -0.28723 0.17618
C -0.20668 0.86883 1.55837
C 0.37267 2.16670 1.01908
H -0.52560 -2.17404 -1.45597
H -2.00680 -1.52961 -1.94917
H -0.47590 -1.06718 -2.66358
H 1.69942 -0.59383 -0.78775
H 2.49546 0.06917 0.79736
H -1.41298 1.32507 1.11629
H -0.03329 0.65003 2.80997
N 0.68704 3.17075 0.56963
O -1.79627 0.44515 -0.24404
O 0.84649 -1.38409 0.77831


<b>
16
Properties=species:S:1:pos:R:3 method="wB97M-V/def2-TZVPD" homo_lumo_gap_ev="7.5 / 7.5"
C -1.70791 -0.86553 -0.15115
C -1.57311 0.22534 0.59370
C -0.67840 -1.20021 -1.20583
C 1.86550 -0.62395 1.02707
C -0.35743 1.16349 0.44648
C 0.69452 0.54215 -0.45787
N 0.42823 -0.52235 -1.26442
O 3.04566 -0.64482 0.77012
O 1.46793 1.49884 -1.01109
H -2.57275 -1.43629 0.15565
H -2.32301 0.47231 1.35128
H -0.70789 -1.96551 -1.83002
H 1.22565 -1.02252 1.78507
H -0.76722 2.04068 0.01342
H -0.08224 1.22038 1.41204
H 2.04248 1.11802 -1.63443


<b> comes first in stability; the runner-up is 0.0556 hartree higher.


<a>
13
Properties=species:S:1:pos:R:3 method="wB97M-V/def2-TZVPD" homo_lumo_gap_ev=8.6
C -0.05092 -0.40021 -0.15279
C -1.48012 0.01430 -0.25837
H 1.77692 1.99945 -0.22375
H 0.56277 1.84900 1.27824
H -0.71959 -2.28855 0.15959
H 1.77518 -1.32262 0.49588
H -0.71531 1.70915 -0.53032
N 0.76824 1.72866 0.08426
N 1.03150 0.25839 0.06853
N 0.05520 -1.77113 -0.11990
O 1.37089 -2.18651 -0.35137
O -1.64084 1.31320 -0.54794
S -2.73392 -0.90312 0.09793


<b>
13
Properties=species:S:1:pos:R:3 method="wB97M-V/def2-TZVPD" homo_lumo_gap_ev=8.6
C -1.15593 0.57791 -0.54631
C 1.25671 -0.27929 1.88105
H -3.63813 0.62527 -2.79834
H -1.67858 1.37029 0.12952
H 0.36263 -0.65563 -0.73138
H 1.01926 -0.31602 2.99523
H 3.19177 -1.89267 0.29147
N -1.52706 0.51662 -1.83555
N 0.13247 0.18536 -0.13131
N 2.34353 -0.81896 1.49918
O -0.11528 -0.28008 1.31127
O 2.44459 -1.07862 0.10782
S -2.63595 2.04582 -2.17264


<c>
13
Properties=species:S:1:pos:R:3 method="wB97M-V/def2-TZVPD" smiles="ONC1=NSCON1" homo_lumo_gap_ev=9.2
O -1.40934 -2.44132 -0.10260
N -0.05834 -2.04782 -0.08888
C -0.10724 -0.63099 0.03032
N -1.31798 -0.09006 0.16714
S -1.28297 1.77354 0.10047
C 0.49168 1.97231 0.38098
O 1.25119 1.12524 -0.39542
N 1.15096 -0.10000 0.04779
H -1.95123 -1.68315 0.04880
H 0.04520 -2.10350 -1.29710
H 0.72942 3.02729 0.04622
H 0.71739 1.94672 1.46058
H 1.74125 -0.74827 -0.39830


<a> comes first in stability; the runner-up is 0.0089 hartree higher.


<a>
16
Properties=species:S:1:pos:R:3 method="wB97M-V/def2-TZVPD" multiplicity=2 s_squared=0.75 homo_lumo_gap_ev="10.4 / 6.9"
C 1.50887 1.76981 -2.46613
C 1.08316 0.86880 -1.30002
S -0.64056 0.37898 -1.41354
H 0.87504 2.65806 -2.42806
H 1.28954 1.28236 -3.41214
H 2.54886 2.07993 -2.40146
H 1.71476 -0.01997 -1.22535
H 1.16584 1.41808 -0.35596
H -0.11103 -1.00124 0.22223
N -1.57969 -1.40311 2.99251
C -1.48635 -1.25773 1.56968
O -0.14954 -1.41711 1.10312
H -1.31777 -2.33575 3.28834
H -0.91076 -0.76908 3.41612
H -2.13349 -1.99377 1.08724
H -1.85687 -0.25827 1.32343


<b>
16
Properties=species:S:1:pos:R:3 method="wB97M-V/def2-TZVPD" multiplicity=2 s_squared=0.76 homo_lumo_gap_ev="9.8 / 6.2"
C -0.06087 0.95203 0.41800
C 0.02978 0.11728 1.85971
S 1.53229 0.41595 2.78407
H -0.03292 2.07576 0.53541
H 0.90232 0.63105 -0.22201
H -0.90628 0.67043 -0.17985
H 0.11666 -0.93067 1.48168
H -0.88270 0.31981 2.48327
H 1.43663 1.68258 2.51136
N 0.01220 -1.26930 -3.23411
C -1.40281 -0.39032 -2.88431
O -1.75518 -0.43284 -1.56012
H -0.16300 -2.15907 -2.69722
H 0.63578 -0.75624 -2.66990
H -2.14390 -0.61051 -3.74810
H -0.91966 0.69551 -3.28042


<a> comes first in stability; the runner-up is 0.1085 hartree higher.


<a>
13
Properties=species:S:1:pos:R:3 method="wB97M-V/def2-TZVPD" homo_lumo_gap_ev="8.5 / 7.7"
C -1.57155 -0.65883 0.38208
C 0.32178 0.61925 -0.42115
C 1.14886 -0.25172 0.55890
N -2.59442 -1.23914 0.69257
N -1.03061 0.09109 -0.52325
N 0.42836 -0.66207 1.71049
F 0.15421 0.49101 2.48994
H 0.28189 1.65613 -0.06668
H 0.78922 0.60583 -1.41307
H 1.45380 -1.18321 0.07374
H 2.04811 0.32779 0.81759
H -2.73221 -1.79327 1.51555
H -1.61049 0.51538 -1.23813


<b>
13
Properties=species:S:1:pos:R:3 method="wB97M-V/def2-TZVPD" smiles="[H]/N=C/N(N)/C=C/F" homo_lumo_gap_ev=9.5
H -2.74321 0.86914 1.78684
N -2.03642 0.95043 0.94935
C -1.11918 0.14825 1.28417
N -0.16936 -0.32384 0.28711
N 1.12595 -0.54524 0.81198
C -0.11152 0.28471 -1.05370
C 0.99842 0.00447 -1.70830
F 1.09965 0.57859 -2.93880
H -1.08220 -0.41981 2.29721
H 1.34939 -1.56743 0.64008
H 1.88779 0.14434 0.57248
H -1.04273 0.61098 -1.54766
H 1.84342 -0.73459 -1.38078


<b> comes first in stability; the runner-up is 0.0549 hartree higher.


<a>
16
Properties=species:S:1:pos:R:3 method="wB97M-V/def2-TZVPD" multiplicity=2 s_squared=0.75 homo_lumo_gap_ev="4.4 / 6.9"
N 0.53358 0.45492 -1.00296
C -0.12537 -0.51686 -0.14250
C -1.13272 -1.40372 -0.89419
C -0.59565 -0.07006 1.21920
S 1.15465 0.26915 2.02013
S 1.58402 2.15482 1.17470
H 1.11416 0.03529 -1.73282
H -0.19953 0.87338 -1.53482
H 1.06771 1.13679 -0.45757
H 0.64271 -1.22107 0.07072
H -0.77784 -1.52644 -1.95304
H -1.08260 -2.30062 -0.28865
H -2.16770 -1.01607 -0.95635
H -1.20153 0.92589 1.15445
H -1.29638 -0.87277 1.63614
H 2.48248 3.07737 1.68758


<b>
16
Properties=species:S:1:pos:R:3 method="wB97M-V/def2-TZVPD" multiplicity=2 s_squared=0.75 homo_lumo_gap_ev="6.1 / 8.7"
C 1.88946 1.99997 0.23192
C 1.32472 0.64168 0.57504
S 0.75272 -0.17338 -0.96462
S 1.17318 -2.16580 -0.44820
H 1.19366 2.65333 -0.28985
H 2.80063 1.88104 -0.35555
H 2.21351 2.51457 1.14036
H 0.44739 0.68768 1.22375
H 2.02995 -0.02855 1.06403
H 0.49653 -2.69189 -1.47481
C -2.76397 -0.93442 -0.67958
N -2.00006 -0.76767 0.44897
H -3.83475 -0.93972 -0.57782
H -2.28074 -1.11220 -1.62436
H -0.99050 -0.77644 0.38601
H -2.45174 -0.78821 1.34471


<b> comes first in stability; the runner-up is 0.0725 hartree higher.